Record 1
Computed, not measured: 8 unconnected molecules or ions with the total composition C16H48O8, with ωB97M-V/def2-TZVPD.

Geometry as XYZ:
```
72
Properties=species:S:1:pos:R:3:forces:R:3
O 2.4014 15.1117 14.5895 0.63 -1.31 0.69
O 4.5972 13.0679 10.4177 -0.58 0.64 0.01
O 0.2454 10.6857 8.9084 0.57 0.13 -0.43
O 3.5991 7.7685 6.9297 -0.05 0.01 1.12
O 14.7985 10.8598 13.5778 0.11 -0.96 0.38
O 10.0712 16.5046 5.1898 0.05 -0.33 0.00
O 1.7489 14.9703 2.2976 0.90 0.02 0.07
O 9.2603 15.5329 15.6717 0.88 0.19 1.18
C 8.9631 15.4107 14.3277 -1.49 0.23 -1.33
C 8.6867 16.6773 4.9049 0.30 0.64 0.14
C 2.5946 15.1918 16.9702 0.21 -0.49 -1.16
C 8.4951 17.8703 3.9546 -0.42 -0.97 0.24
C 0.9749 15.4918 3.3812 0.82 0.50 -0.70
C 1.9256 16.1170 4.4096 0.31 -1.15 -0.11
C 4.7370 9.1423 5.2648 -1.94 0.07 0.60
C 8.1952 16.6508 13.8706 -0.29 -0.11 0.47
C 2.8111 14.3034 15.7260 -0.16 1.28 0.87
C 6.5048 11.6781 10.1199 -0.37 0.68 0.02
C 5.7666 12.9548 9.6639 1.28 -1.05 -0.21
C -1.7106 12.0309 8.6012 0.17 0.24 -0.62
C 13.4967 10.8151 11.6019 -1.03 -0.55 0.11
C 14.3968 9.9940 12.5046 -0.04 1.75 -0.68
C -1.0653 10.6960 8.3719 -0.11 0.25 1.25
C 3.7228 7.9780 5.5644 2.07 0.15 -1.58
H 2.4658 16.9807 4.0219 -0.59 0.31 0.02
H 9.8360 15.2260 13.7016 0.21 0.02 -0.02
H 3.2817 16.0302 16.8562 -0.01 0.03 0.32
H 2.7281 8.0502 5.1247 0.10 0.62 -0.41
H 6.3658 13.8636 9.7206 -0.09 0.03 0.63
H 4.2324 7.1346 5.0986 -0.30 -0.60 -0.10
H 10.3086 17.2077 5.7987 0.19 0.01 0.01
H 7.2484 16.6892 14.4095 -0.01 0.00 0.22
H 8.8593 18.7964 4.3993 -0.02 -0.03 0.01
H 7.4592 11.5567 9.6076 -0.06 -0.23 0.04
H 9.0228 17.6742 3.0212 0.03 0.10 0.04
H 4.7996 9.3640 4.1994 -0.03 -0.22 0.00
H 7.8967 16.6450 12.8223 0.46 -0.09 -0.10
H 6.6272 11.6610 11.2028 0.28 0.26 0.00
H -1.3142 12.6928 7.8312 -0.25 0.43 0.17
H 2.8088 14.6191 17.8725 -0.17 0.23 0.10
H 1.5815 15.5920 16.9293 -0.03 -0.15 0.34
H 0.3758 14.6638 3.7601 -0.26 0.37 0.43
H 2.8855 14.6945 13.8731 -0.21 0.29 -0.57
H 5.8153 10.8586 9.9175 0.27 -0.31 -0.31
H 2.7434 15.4383 4.6522 -0.13 -0.41 0.04
H 15.3399 11.5748 13.2355 0.00 -0.06 -0.18
H -1.0650 10.5396 7.2932 -0.11 -0.65 0.06
H -2.7736 11.8535 8.4381 -0.13 0.49 0.08
H 4.0567 12.3043 10.2023 -0.22 -0.02 0.08
H 14.0153 11.7264 11.3040 -0.07 -0.06 -0.18
H 13.1966 10.2248 10.7362 0.17 0.13 -0.30
H 5.6089 12.8441 8.5911 -0.53 0.01 -0.23
H 0.4008 16.3332 2.9930 -0.72 -0.25 0.10
H 7.4293 17.9530 3.7417 -0.04 0.28 -0.12
H 9.6711 14.6933 15.8907 0.12 0.08 0.54
H 3.8726 14.0586 15.6899 0.17 0.05 -0.33
H 3.1055 6.9503 7.0224 0.00 -0.05 0.33
H 1.3884 16.2840 5.3432 0.05 0.47 -0.11
H 8.2947 15.7362 4.5193 0.22 0.09 -0.35
H 8.1691 16.8252 5.8527 -0.29 0.22 0.05
H 2.2901 13.3505 15.8192 -0.43 0.06 -0.30
H 15.2102 9.7596 11.8179 0.57 -0.65 0.60
H 8.2794 14.5636 14.2711 -0.03 -0.31 -0.72
H 12.5643 11.0771 12.1021 0.06 0.22 0.14
H 1.2310 14.6702 1.5471 -0.38 0.15 0.26
H 0.7193 9.9903 8.4463 0.27 -0.05 0.15
H -1.5175 12.4600 9.5844 -0.08 -0.21 0.00
H 8.7294 17.5639 14.1331 0.15 -0.02 -0.24
H -1.6315 9.9940 8.9840 -0.27 -0.65 -0.67
H 4.2920 10.0125 5.7473 0.35 0.36 0.00
H 13.9117 9.1050 12.9075 0.22 0.16 0.10
H 5.7367 8.9832 5.6691 -0.22 -0.32 0.05
```
Positions in Å, forces in eV/Å.

Values from the calculation:
SMILES string: CCO.CCO.CCO.CCO.CCO.CCO.CCO.CCO
HOMO in eV: -10.16
Orbital gap in hartree: 0.384
E_LUMO in eV: 0.3
Energy above the lowest of the compared OMol25 structures with the same formula, charge and spin in kJ/mol: 377.31
E_tot in Eh: -1240.1643

Results of the Löwdin charge analysis, in e, for atoms 1 through 4: number 1, O, carries -0.086; number 2, O, carries -0.072; number 3, O, carries -0.080; number 4, O, carries -0.076

---

Record 2
Computed, not measured: 2 unconnected molecules or ions with the total composition C3H10N3O, with ωB97M-V/def2-TZVPD.

Geometry as XYZ:
```
17
Properties=species:S:1:pos:R:3:forces:R:3
O -0.8978 -1.0876 -1.4947 -1.16 0.39 1.45
N 1.4843 0.2769 -1.3729 -1.98 1.02 0.70
N -2.5366 -0.6677 0.1314 -0.12 0.25 -1.13
N 0.8904 1.1800 2.2291 1.23 0.99 -0.90
C 1.6874 0.9342 -0.0553 0.60 -0.77 0.61
C -1.4581 -1.2935 -0.3969 0.14 0.60 -0.65
C 0.8439 0.6311 0.9545 0.82 1.09 1.16
H 2.6201 1.5391 0.0191 -1.06 -0.57 -0.01
H -3.0346 0.0287 -0.4548 0.41 -0.81 0.67
H -0.9885 -1.9723 0.2953 0.01 -0.74 0.43
H 0.5160 -0.1607 -1.4219 0.47 -0.14 0.08
H 2.1216 -0.4221 -1.7108 0.83 -0.27 0.15
H -0.0231 0.0018 0.8788 0.11 -0.36 -0.49
H 1.4275 1.0514 -2.0080 0.24 0.18 -1.07
H 1.6327 1.8779 2.4441 -0.90 -1.06 -0.25
H -3.0034 -1.0130 0.9797 0.53 0.23 -0.76
H 0.6084 0.6154 3.0096 -0.17 -0.04 -0.01
```
Positions in Å, forces in eV/Å.

Values from the calculation:
HOMO in eV: -12.92
Orbital gap in hartree: 0.372
E_LUMO in eV: -2.8
Energy above the lowest of the compared OMol25 structures with the same formula, charge and spin in kJ/mol: 187.12
Charge: +1
E_tot in Eh: -359.5686

Results of the Löwdin charge analysis, in e, for atoms 1 through 4: number 1, O, carries -0.040; number 2, N, carries 0.172; number 3, N, carries 0.154; number 4, N, carries 0.074

---

Record 3
Computed, not measured: 3 unconnected molecules or ions with the total composition C17H30NO3P, with ωB97M-V/def2-TZVPD.

Geometry as XYZ:
```
52
Properties=species:S:1:pos:R:3:forces:R:3
P 0.1698 -0.3529 -3.9457 -0.65 0.06 -0.96
O -2.6157 -1.0467 2.7517 0.27 -0.34 0.30
O -3.2987 -0.1869 -1.1047 -0.56 0.39 0.34
O 3.2619 2.7620 1.8062 -0.40 0.02 -2.38
N 1.1448 -0.6222 0.6543 -0.24 0.47 -1.43
C -3.3832 1.5366 0.5309 0.30 0.05 -0.15
C -0.6097 -1.1489 -1.2009 0.22 -1.47 0.45
C -2.2002 -2.2009 4.7895 -0.38 0.25 0.05
C 5.0862 2.6352 0.0376 -1.27 -1.86 -2.18
C -3.9222 0.3353 -0.1981 0.36 -0.34 -0.45
C 5.6788 2.1335 -1.3251 -4.27 -1.81 1.29
C -5.2612 -0.1958 0.2375 -0.03 -0.32 -0.21
C -0.0675 1.4345 -3.3043 0.60 0.32 -0.11
C -0.5402 -1.6242 -2.7342 0.09 0.12 1.21
C 1.3405 0.8105 0.3061 1.19 1.08 0.72
C 4.8190 1.1273 -2.1302 -1.37 1.46 3.17
C -0.6463 -2.3814 2.7461 -0.21 0.08 -0.40
C 2.7857 1.1822 -0.2723 3.39 1.55 -0.67
C 0.8119 -1.4714 -0.5248 -0.36 -1.06 -0.04
C 3.4021 0.6859 -1.6022 2.07 2.01 1.41
C -1.8892 -1.8048 3.3704 -0.33 0.41 -0.43
C 3.6759 2.1855 0.5612 2.17 -0.80 -3.30
H 2.6953 3.5294 1.5327 0.67 -0.93 0.58
H 0.5635 1.2419 -0.4083 0.87 -1.07 0.89
H 0.2330 -2.0728 3.3156 -0.01 -0.18 0.03
H -0.9855 -0.0860 -1.0444 0.73 -1.53 -0.44
H 6.6863 2.4633 -1.7346 -1.55 -0.40 0.84
H 1.6063 -1.4936 -1.3486 -0.81 0.22 1.07
H -1.5994 -1.8734 -3.0761 1.52 0.37 0.25
H -4.0652 2.3813 0.4110 -0.04 -0.04 0.17
H -3.1229 -1.7108 5.1083 0.12 -0.06 -0.06
H 1.2266 1.4030 1.2947 0.28 -0.84 -1.66
H -1.3898 -1.8847 5.4497 0.04 -0.22 -0.01
H -2.3388 -3.2823 4.8517 0.20 0.02 0.09
H 1.9444 -0.9985 1.1900 -0.56 0.47 -0.67
H -6.0267 0.5719 0.1045 0.02 0.01 0.20
H 0.9466 1.8227 -2.9150 -1.78 -0.37 -0.33
H 0.7412 -2.5590 -0.1285 0.22 1.66 -0.69
H -0.9107 1.5164 -2.5402 1.27 -0.18 -0.91
H -0.7167 -3.4714 2.7175 0.12 0.00 0.22
H -3.2542 1.3008 1.5894 -0.15 0.05 -0.02
H -0.3737 2.0519 -4.2233 0.51 -0.91 1.42
H -1.3888 -1.8353 -0.6872 1.16 1.30 -0.72
H -5.2146 -0.5070 1.2834 -0.06 0.19 0.02
H 5.1807 0.7176 -3.1362 -0.63 0.68 1.72
H 0.1222 -2.5710 -2.8182 -1.17 1.45 0.11
H -0.5493 -2.0098 1.7249 0.00 0.03 0.24
H 2.8324 -0.0312 -2.2755 0.72 1.13 1.14
H 5.7401 3.3861 0.6119 -1.44 -1.34 -0.71
H 1.6105 -0.5394 -4.0358 -0.79 0.16 0.86
H -5.5237 -1.0616 -0.3744 0.06 0.13 0.06
H -2.4116 1.8088 0.1118 -0.12 -0.04 0.04
```
Positions in Å, forces in eV/Å.

Values from the calculation:
SMILES string: CPCCCNCc1ccccc1O.CC(C)=O.CC(C)=O
HOMO in eV: -7.80
Orbital gap in hartree: 0.308
E_LUMO in eV: 0.6
E_tot in Eh: -1287.3648

Results of the Löwdin charge analysis, in e, for atoms 1 through 4: number 1, P, carries 0.806; number 2, O, carries 0.056; number 3, O, carries 0.035; number 4, O, carries -0.062

---

Record 4
Computed, not measured: a molecular structure, C21H35BO2P2Zr, with ωB97M-V/def2-TZVPD.

Geometry as XYZ:
```
62
Properties=species:S:1:pos:R:3:forces:R:3
Zr -0.2531 -1.5086 -0.3925 -0.32 3.11 1.33
P 1.9878 -1.4056 -1.4653 -1.36 -0.68 0.95
P 0.2092 -1.1395 2.0582 -1.11 0.21 -1.57
O -1.4451 0.4922 0.1486 1.44 -0.76 -1.75
O 0.2462 2.0170 0.8416 0.94 -1.64 -0.75
C 2.4790 -5.5302 -2.0242 1.09 -0.54 -0.33
C -0.9647 2.3849 1.3376 -1.11 0.06 0.23
C -0.9794 -2.0147 3.1147 0.27 -0.32 0.18
C -1.9714 1.5116 0.9121 -0.31 1.10 1.14
C 3.5081 -0.8265 -2.1268 1.11 0.49 -0.28
C 2.2476 -4.9917 1.4308 -0.21 -1.54 0.51
C 2.3225 -2.2869 0.1426 0.58 -0.66 -0.24
C 3.7358 -5.0534 1.2416 0.39 -0.61 0.24
C -3.6019 2.9468 1.9155 0.12 0.05 0.11
C 1.3378 -2.6665 -2.6250 0.76 0.04 -0.19
C 1.6131 -6.6721 -1.5974 -0.02 -0.41 0.16
C 1.1915 -2.5206 1.1988 0.03 0.79 0.71
C 4.2115 -5.5247 -0.1545 0.25 0.09 1.11
C 1.3137 -5.6151 0.6835 0.51 -0.26 1.08
C -3.2968 1.7767 1.2093 -0.10 -0.33 -0.08
C 1.3051 -0.2627 3.1542 0.39 0.41 0.18
C 3.4576 -4.9370 -1.3107 0.28 -0.70 -1.36
C 1.5650 -6.8796 -0.0728 0.22 -0.42 -1.18
C -2.5946 3.8183 2.3461 -0.09 -0.18 0.01
C 0.4801 1.0629 -1.5436 -0.19 0.53 -0.48
C -1.2559 3.5276 2.0818 0.29 -0.33 -0.18
B 0.0354 0.8836 -0.0266 -1.38 1.88 0.46
H 2.0014 -3.5310 -2.5602 -0.54 0.03 -0.15
H -1.7945 -2.4503 2.5139 0.30 0.12 0.27
H 3.1665 -1.7603 0.6198 -0.46 0.06 -0.17
H 0.6571 0.2600 3.8795 0.37 -0.17 -0.21
H 1.4045 -2.2595 -3.6444 -0.25 0.05 0.28
H 2.6888 -3.2755 -0.1618 -0.16 0.16 0.45
H -0.4819 -2.7953 3.7087 -0.32 0.17 0.02
H -2.8558 4.7366 2.8882 0.14 -0.52 -0.25
H 0.0054 2.0061 -1.8690 -0.07 -0.20 0.18
H 5.2584 -5.1961 -0.2488 -0.31 -0.12 -0.06
H 1.8751 0.4895 2.5919 -0.10 -0.21 0.24
H -0.4469 4.1652 2.4268 -0.15 -0.01 -0.15
H 1.9577 -4.6031 2.4102 -0.13 0.61 -0.61
H 0.0836 0.3303 -2.2778 0.25 0.12 0.09
H 0.2543 -5.3483 0.7624 0.11 -0.23 0.52
H 1.5654 1.2088 -1.6827 -0.56 -0.19 0.08
H 4.1669 -4.0557 1.4398 -0.27 -0.18 0.03
H 1.6414 -2.7688 2.1620 0.20 -0.70 -0.62
H 0.5085 -3.3548 0.9267 0.24 -0.05 0.15
H 1.9332 -7.6053 -2.0908 -0.06 0.27 0.07
H 0.2939 -3.0088 -2.4582 0.18 0.01 0.07
H 4.2645 -6.6228 -0.1811 -0.24 0.46 -0.21
H 3.3011 -0.0373 -2.8653 0.14 -0.26 0.17
H 2.4719 -7.4053 0.2658 -0.42 0.43 0.00
H 1.9755 -0.9606 3.6752 -0.15 0.28 0.02
H 0.5872 -6.4973 -1.9630 0.26 0.05 -0.01
H 4.1931 -5.6961 2.0166 -0.14 0.20 -0.25
H -4.0709 1.0881 0.8794 0.02 0.21 0.06
H 4.1397 -0.4087 -1.3251 -0.22 -0.11 -0.35
H 4.0295 -1.6625 -2.6155 -0.03 0.30 0.13
H 2.4256 -5.3494 -3.1091 -0.37 0.64 0.53
H 0.7405 -7.5809 0.1220 0.15 0.29 0.15
H -4.6400 3.1878 2.1460 0.29 -0.15 -0.15
H 3.9769 -4.0708 -1.7524 -0.19 -0.42 -0.16
H -1.4080 -1.2489 3.7817 0.07 -0.34 -0.18
```
Positions in Å, forces in eV/Å.

Values from the calculation:
HOMO in eV: -13.21
Orbital gap in hartree: 0.233
E_LUMO in eV: -6.9
Energy above the lowest of the compared OMol25 structures with the same formula, charge and spin in kJ/mol: 173.17
Charge: +2
E_tot in Eh: -1725.5630

Results of the Löwdin charge analysis, in e, for atoms 1 through 4: number 1, Zr, carries 1.275; number 2, P, carries 0.793; number 3, P, carries 0.828; number 4, O, carries -0.112